ORCA calculation (ωB97M-V/def2-TZVPD) on a 2-piece molecular cluster, C4H12N2O2 overall in a non-equilibrium geometry.

For the frontier orbital gap, the calculation gives 9.742 eV. The calculation puts the HOMO energy at -9.054 eV. Its structure (SMILES) is CNCC(=O)NC.O. The calculation puts the maximum force at 1.26 eV Å⁻¹. The value obtained for the lowest unoccupied orbital energy is 0.69 eV. Its net charge is 0. The energy relative to the best compared isomer or geometry (same formula, charge and spin) comes out at 1.3741 eV. The calculation puts the total energy at -419.59798 a.u.

```
20
Properties=species:S:1:pos:R:3:forces:R:3:lowdin_charge:R:1
O -0.266 -1.702 -0.037 0.251 -0.163 -0.358 0.048
O -3.047 -1.968 0.972 -0.319 0.105 0.201 -0.061
N 0.271 0.198 -2.086 0.014 -0.076 -0.034 -0.120
N -0.076 -0.133 1.558 0.269 -0.279 -0.024 0.014
C 0.293 1.171 2.068 -0.151 0.504 0.118 -0.091
C 1.728 0.250 -2.177 -0.358 0.389 -0.034 -0.128
C -0.144 -0.526 0.241 -0.381 0.524 1.081 -0.487
C -0.231 0.583 -0.787 -0.056 -0.038 -0.678 -0.162
H -2.264 -1.602 1.397 0.016 -0.140 -0.196 -0.001
H 0.558 1.101 3.121 0.042 -0.221 -0.065 0.086
H 0.067 -0.895 2.201 -0.084 -0.137 -0.115 0.137
H 2.011 -0.017 -3.193 0.201 -0.113 0.116 0.078
H -2.717 -2.556 0.289 0.232 0.057 0.009 0.029
H -0.090 -0.722 -2.322 0.169 0.096 0.067 0.104
H -0.521 1.893 2.023 -0.204 -0.050 -0.140 0.085
H 2.283 -0.340 -1.439 -0.105 -0.320 -0.062 0.078
H 2.020 1.289 -2.010 0.088 0.042 -0.135 0.074
H 0.270 1.493 -0.481 0.233 0.080 0.198 0.102
H -1.282 0.870 -0.884 -0.114 -0.206 0.161 0.136
H 1.136 1.614 1.548 0.256 -0.055 -0.110 0.078
```
Positions in Å, forces in eV/Å.